Version A
DFT (the ωB97M-V functional and the def2-TZVPD basis) results for 3 unconnected molecules or ions with the total composition C4H16NO2.

Geometry as ORCA input:
```
! RIJCOSX wB97M-V def2-TZVPD def2/J DEFGRID3
* xyz 1 1
C -1.97 -1.82 0.09
C -0.76 -0.97 -0.46
N -0.95 0.45 0.13
C -0.82 0.55 1.69
C -0.85 -0.91 -2.05
H -1.96 -2.91 -0.41
H -1.83 -1.81 1.26
H -2.95 -1.40 -0.25
H 0.18 -1.29 0.05
H -1.67 1.07 -0.26
H -0.04 0.89 -0.15
H -1.84 0.19 2.03
H -0.59 1.57 1.86
H -0.04 -0.28 1.81
H -1.58 -1.63 -2.41
H -1.24 0.05 -2.42
H 0.17 -1.18 -2.39
H 1.80 0.94 0.64
H 2.23 0.95 -0.96
O 1.50 1.05 -0.23
H 4.47 2.91 0.57
H 4.74 1.51 1.06
O 4.00 2.08 0.77
*
```

For the LUMO energy, the calculation gives -2.77 eV. The gap between HOMO and LUMO is 12.104 eV.

Atomic partial charges in e from the natural (NBO) method, atoms 1 to 5:
1. C -0.65
2. C -0.03
3. N -0.57
4. C -0.41
5. C -0.64

Version B
DFT (the ωB97M-V functional and the def2-TZVPD basis) results for 3 unconnected molecules or ions with the total composition C4H16NO2.

Geometry as ORCA input:
```
! RIJCOSX wB97M-V def2-TZVPD def2/J DEFGRID3
* xyz 1 1
C -0.65 0.15 0.21
C 0.32 1.24 0.67
C -0.41 2.57 0.81
C 1.01 0.83 2.03
N 0.12 -1.04 -0.37
H -1.27 -0.31 0.99
H -1.43 0.53 -0.45
H 1.20 1.39 0.03
H -0.04 3.16 1.67
H -0.26 3.22 -0.05
H -1.48 2.58 1.01
H 0.67 1.60 2.74
H 2.09 0.69 2.05
H 0.67 -0.12 2.47
H -0.30 -1.97 -0.29
H 0.38 -0.70 -1.30
H 0.99 -1.30 0.11
H -0.37 0.94 -4.15
H -0.27 -0.59 -3.88
O -0.41 0.28 -3.45
H 0.57 -4.65 -0.21
H -0.97 -4.37 -0.06
O -0.17 -4.13 -0.56
*
```

For the LUMO energy, the calculation gives -3.14 eV. The gap between HOMO and LUMO is 11.954 eV.

Atomic partial charges in e from the natural (NBO) method, atoms 1 to 5:
1. C -0.21
2. C -0.26
3. C -0.63
4. C -0.63
5. N -0.70

Compare the structures above. Which one is the least stable? version A is.